No. 1
# C40H32Cl2CsN7O4SSe

A molecular structure, C40H32Cl2CsN7O4SSe (wB97M-V/def2-TZVPD, the Open Molecules 2025 dataset).

Cartesian coordinates (Å):
Cs -0.78356 1.63541 -0.43442
C 0.61887 -7.38175 5.72647
O -0.39456 -6.44151 5.46916
C -0.99061 -6.49018 4.23514
C -0.75551 -7.47510 3.28789
C -1.43637 -7.42764 2.07282
C -2.31114 -6.39606 1.78789
C -2.55474 -5.42012 2.75481
C -1.90260 -5.46852 3.96525
N -3.10295 -6.45052 0.58333
N -3.18839 -5.47057 -0.18420
C -2.40891 -4.31300 -0.08721
C -1.10262 -4.24570 0.37976
C -0.35830 -3.08237 0.33883
C -0.88278 -1.86809 -0.15818
O -0.24485 -0.78167 -0.17344
C -2.25558 -1.92808 -0.67401
N -2.77834 -0.76571 -1.13259
C -4.00280 -0.75771 -1.59175
C -4.80086 -1.91664 -1.65483
C -4.29475 -3.09504 -1.18856
C -2.98242 -3.13453 -0.66037
H 1.01860 -7.13785 6.70859
H 1.42039 -7.31597 4.98330
H 0.22478 -8.40406 5.74021
H -0.06399 -8.28437 3.47487
H -1.27666 -8.20049 1.33138
H -3.24535 -4.61523 2.54076
H -2.07442 -4.71407 4.72079
H -0.62178 -5.14047 0.75648
H 0.66497 -3.07377 0.69216
H -4.39428 0.20340 -1.91125
H -5.80526 -1.85772 -2.05371
H -4.87873 -4.00516 -1.20224
O 6.92251 0.87945 -0.28995
C 6.28048 -0.21218 -0.72524
O 6.72692 -1.32003 -0.54880
C 4.98986 0.06824 -1.42108
C 3.84689 -0.61708 -1.01859
C 2.61726 -0.25010 -1.52618
C 2.55121 0.71386 -2.53712
C 3.69773 1.33230 -3.01200
C 4.91100 1.04029 -2.40778
N 1.26183 1.07573 -2.95726
C 0.89137 1.00077 -4.16086
C -0.49533 1.39103 -4.53142
C -0.95174 1.24685 -5.83613
C -2.26355 1.60580 -6.11489
C -3.05712 2.08937 -5.09076
C -2.50926 2.20167 -3.81384
N -1.25857 1.86296 -3.54546
H 6.24315 1.58825 -0.13708
H 3.92049 -1.36383 -0.23981
H 1.70025 -0.69835 -1.16357
H 3.62477 2.11322 -3.75730
H 5.80122 1.57766 -2.70644
H 1.53421 0.61517 -4.96339
H -0.29696 0.85605 -6.60412
H -2.65695 1.50478 -7.11890
H -4.08423 2.38155 -5.25908
H -3.09021 2.58101 -2.97987
Cl -3.61973 1.77013 1.31550
C -4.16453 3.39378 1.67929
C -4.28066 3.71830 3.01570
C -4.71900 4.98388 3.38002
C -5.03289 5.88961 2.37861
C -4.90250 5.53031 1.05126
Cl -5.32510 6.75323 -0.12469
C -4.45761 4.26615 0.60634
S -4.29331 3.84668 -1.05461
H -4.02371 2.97695 3.75926
H -4.81061 5.25656 4.42233
H -5.37609 6.88676 2.61621
Se 4.55348 2.99987 0.30049
C 5.21726 4.76518 0.22200
C 6.49114 5.11805 0.68876
C 6.94267 6.41724 0.58468
N 6.24471 7.42602 0.05848
C 5.02767 7.09636 -0.37947
C 4.48650 5.82838 -0.32307
H 7.12619 4.36156 1.13334
H 7.93558 6.66436 0.95143
H 4.44036 7.90411 -0.80821
H 3.48836 5.65233 -0.70557
N 2.06685 1.55504 3.11169
H 2.90172 1.37743 2.55751
H 1.84366 2.52156 2.89186
H 1.32785 0.99654 2.69465

relative energy (zero: lowest compared OMol25 entry of this formula, charge and spin): 10.5 kcal/mol
net charge: -2
strongest force on any atom: 1.8 eV/Å
HOMO level: -0.097 Eh

***

No. 2
# C40H32F9OP2Sc

A molecular structure, C40H32F9OP2Sc (wB97M-V/def2-TZVPD, the Open Molecules 2025 dataset).

Cartesian coordinates (Å):
C 1.69730 -1.77861 -1.90207
C 2.41568 -1.26191 -0.84561
C 3.14039 -2.14790 0.00662
C 3.17516 -3.50359 -0.28516
C 2.46789 -4.00881 -1.38108
C 1.70168 -3.14314 -2.18104
P 2.18405 0.51725 -0.52400
C 3.76428 0.95936 0.45829
C 3.85770 0.79265 1.86932
C 5.00464 1.17066 2.58866
C 6.09813 1.74299 1.93341
C 6.03788 1.93845 0.54822
C 4.88189 1.56226 -0.16177
Sc -0.17223 0.79676 0.85179
P -2.16537 -0.98801 0.50314
C -1.31715 -2.48842 1.13204
C -1.27210 -3.63447 0.34249
C -0.46287 -4.71352 0.70472
C 0.37649 -4.61258 1.83299
C 0.39053 -3.44040 2.57468
C -0.46750 -2.39027 2.26943
C -3.66056 -0.80282 1.64991
C -4.56002 0.25598 1.39725
C -5.58053 0.59107 2.30644
C -5.73436 -0.16336 3.47301
C -4.88043 -1.23767 3.73008
C -3.85100 -1.55664 2.83337
C -2.99242 -1.19575 -1.07810
C -2.61990 -0.30537 -2.09563
C -2.93980 -0.60417 -3.41659
C -3.67396 -1.76826 -3.68700
C -4.12222 -2.58963 -2.66112
C -3.78138 -2.31951 -1.33176
C 2.47354 1.42738 -2.05670
C 3.14639 0.84632 -3.13651
C 3.07772 1.50328 -4.37536
C 2.33673 2.66783 -4.51607
C 1.63387 3.22216 -3.44043
C 1.71601 2.59695 -2.18905
H -4.44540 0.85097 0.48701
H -6.23021 1.43142 2.10128
H -6.52321 0.10044 4.18517
H -5.00644 -1.82739 4.64785
H -3.17874 -2.38596 3.05034
H -1.89647 -3.69286 -0.55321
H -0.47614 -5.61373 0.10997
H 1.01215 -5.45514 2.09641
H 1.09035 -3.35376 3.42560
H -0.48937 -1.48997 2.90012
H -1.98365 0.56026 -1.84475
H -2.61687 0.05407 -4.21314
H -3.88927 -2.01894 -4.72617
H -4.73879 -3.47512 -2.86762
H -4.08665 -2.96387 -0.51029
H 3.70297 -0.07566 -2.99698
H 3.62798 1.07036 -5.21505
H 2.29449 3.17682 -5.48520
H 1.04518 4.12069 -3.53739
H 1.10215 2.93460 -1.34779
H 3.01183 0.36879 2.42461
H 5.05821 1.01693 3.67684
H 6.99212 2.04154 2.48760
H 6.88258 2.38343 0.01957
H 4.84230 1.75316 -1.23949
H 3.70001 -1.74026 0.86195
H 3.75560 -4.17886 0.33718
H 2.50049 -5.06654 -1.62210
H 1.13955 -3.52987 -3.03905
H 1.06603 -1.09580 -2.47292
H -0.53656 -0.37883 -0.32656
H 0.77777 0.65682 -0.67922
F -0.08362 4.93626 -0.71205
C -1.14042 4.83985 0.14153
F -1.17736 5.93725 0.91728
F -2.25446 4.78045 -0.61826
C -1.02607 3.54194 0.99542
O -0.92236 2.46235 0.15291
C 0.19981 3.62824 1.96606
F -0.04048 4.26333 3.10546
F 0.54449 2.25602 2.37052
F 1.32285 4.06170 1.38231
C -2.26991 3.36451 1.89594
F -2.50932 4.44765 2.64828
F -3.37176 3.08788 1.15212
F -2.09951 2.27823 2.72712

net charge: +2
strongest force on any atom: 5.6 eV/Å
HOMO level (alpha / beta): -0.499 / -0.499 Eh

***

No. 3
# C40H32MnN6O8S

A molecular structure, C40H32MnN6O8S (wB97M-V/def2-TZVPD, the Open Molecules 2025 dataset).

Cartesian coordinates (Å):
Mn -0.47392 1.37651 0.39033
O -2.87123 7.40315 3.02775
C -2.00983 6.71283 3.60937
O -1.42223 6.90768 4.69064
C -1.56423 5.44567 2.84143
C -0.60090 4.58618 3.35021
C -0.17458 3.49989 2.60429
N -0.71467 3.18908 1.41019
C -1.64237 4.01889 0.91809
C -2.07215 5.15530 1.59092
C -2.16581 3.63358 -0.41113
C -3.04921 4.43552 -1.13026
C -3.46903 4.02511 -2.37901
C -3.00232 2.81635 -2.87427
C -2.14281 2.06784 -2.09273
N -1.72558 2.46077 -0.88771
C 1.01415 2.70395 3.01679
C 1.39342 2.53640 4.34637
C 2.56570 1.85529 4.60991
C 3.32719 1.37979 3.55110
C 2.85702 1.58267 2.26499
N 1.72774 2.22672 2.00694
H -0.16440 4.82526 4.31028
H -2.80637 5.83512 1.18327
H -3.39094 5.36768 -0.70638
H -4.14941 4.63790 -2.95723
H -3.29480 2.44706 -3.84763
H -1.76783 1.11445 -2.43792
H 0.76421 2.90329 5.14539
H 2.87692 1.68131 5.63270
H 4.25338 0.84559 3.71942
H 3.38463 1.19607 1.39954
O -2.08651 0.82450 1.36325
C -2.70376 -0.29275 1.26690
C -3.77076 -0.56942 2.17388
C -4.49487 -1.73071 2.12331
C -4.22293 -2.71279 1.15656
C -3.20276 -2.47422 0.26535
C -2.42789 -1.30316 0.29131
C -1.40731 -1.16801 -0.72457
N -0.60224 -0.17705 -0.81036
N 0.26969 -0.17675 -1.90412
C 1.00323 0.91356 -1.84935
O 0.97667 1.79481 -0.93360
C 1.91842 1.14215 -3.01692
C 2.18135 0.14402 -3.95228
C 3.00936 0.39879 -5.03464
C 3.58035 1.65619 -5.19734
C 3.32354 2.65212 -4.26587
C 2.49987 2.39444 -3.17731
H -3.97007 0.18548 2.92443
H -5.28648 -1.89555 2.84739
H -4.79554 -3.63087 1.11678
H -2.96885 -3.21495 -0.49396
H -1.32171 -1.95551 -1.47054
H 1.72006 -0.82445 -3.81336
H 3.21074 -0.38528 -5.75547
H 4.22269 1.85648 -6.04705
H 3.76671 3.63381 -4.38462
H 2.29131 3.15130 -2.43256
C -0.23767 -3.45490 -3.94053
C 0.36819 -4.10117 -2.72450
C -0.37828 -4.92883 -1.89669
C 0.17729 -5.49307 -0.75288
C 1.50011 -5.23330 -0.44891
C 2.26876 -4.41778 -1.27319
C 1.70095 -3.85228 -2.39573
S 2.23005 -5.86384 1.03883
O 3.53870 -6.34912 0.68406
O 1.26127 -6.73237 1.64446
N 2.48645 -4.60606 2.02532
C 1.39647 -3.68934 2.45531
C 1.27353 -2.45180 1.58395
C 0.57447 -1.25566 2.28110
O 0.19436 -1.40467 3.45052
O 0.47633 -0.25168 1.53399
H -1.30561 -3.66260 -4.00727
H 0.23930 -3.81796 -4.85405
H -0.10243 -2.37196 -3.90486
H -1.41891 -5.11800 -2.13096
H -0.40892 -6.11353 -0.08930
H 3.30063 -4.21171 -1.01866
H 2.28738 -3.18402 -3.01456
H 3.31604 -4.11643 1.71391
H 1.59124 -3.40467 3.48688
H 0.46830 -4.26036 2.45562
H 0.73550 -2.66994 0.65823
H 2.26444 -2.09204 1.27900

relative energy (zero: lowest compared OMol25 entry of this formula, charge and spin): 0.0 kcal/mol
⟨S²⟩: 0.79
net charge: -2
strongest force on any atom: 1.0 eV/Å
multiplicity: 2
HOMO level (alpha / beta): -0.085 / -0.075 Eh

***

For reference, M by record: 989.58, 806.58, 811.73 u.